Here is the ion C5H8N3 with charge +1 at a distorted geometry from the OMol25 dataset. Energies are from ωB97M-V/def2-TZVPD.

XYZ file:
```
16
C5H8N3 (ωB97M-V/def2-TZVPD)
C -1.501 0.666 -0.284
C -0.797 -0.557 -0.223
C 1.599 -0.042 0.272
C -0.950 1.816 -0.058
C 0.670 -2.395 0.074
N 1.539 1.102 -0.110
N 0.426 -0.912 0.272
N -0.561 2.994 0.247
H -2.579 0.585 -0.664
H -1.427 -1.347 -0.614
H 2.377 -0.633 0.564
H 0.952 -2.784 -0.978
H 1.447 -2.747 0.690
H -0.326 -2.767 0.075
H -0.864 3.429 1.133
H -0.004 3.589 -0.396
```

- relative energy (zero: lowest compared OMol25 entry of this formula, charge and spin) (eV) = 5.646
- total charge = +1
- gap between HOMO and LUMO (alpha / beta) (eV) = 8.851 / 6.491